This record from OMol25 describes a cluster of 5 separate species, C48H108N3O3P2 in total in a non-equilibrium geometry. The level of theory is wB97M-V/def2-TZVPD.

Results
multiplicity: 2
E_tot: -80675.374 eV
HOMO level (alpha / beta): -0.6437 / -0.6437 Eh
<S²>: 0.757
total charge: +4
LUMO level (alpha / beta): -9.549 / -13.683 eV

Each line ends with the Löwdin charge.
Cartesian coordinates (Å):
N: -1.945 3.314 -12.542  -0.53
O: -2.033 4.475 -12.129  0.16
O: -0.840 2.775 -12.616  0.21
O: -2.902 2.609 -12.818  0.19
C: -3.180 3.312 -19.829  -0.09
C: -3.811 2.411 -18.772  -0.27
C: -3.008 2.424 -17.495  -0.24
C: -3.445 1.429 -16.374  -0.27
P: -2.298 0.055 -16.002  1.08
C: -2.039 -0.800 -17.585  -0.28
C: -1.489 -2.204 -17.514  -0.26
C: -1.069 -2.869 -18.870  -0.26
C: -0.873 -4.347 -18.887  -0.10
C: -3.139 -1.231 -14.879  -0.21
C: -3.381 -0.867 -13.406  -0.23
C: -4.724 -0.121 -13.111  -0.24
C: -4.889 0.356 -11.656  -0.09
C: -0.748 0.726 -15.197  -0.24
C: 0.543 -0.041 -15.608  -0.23
C: 1.846 0.661 -15.334  -0.26
C: 1.930 1.437 -14.073  -0.13
H: -2.101 3.215 -19.954  0.08
H: -3.473 4.357 -19.732  0.08
H: -3.642 2.987 -20.762  0.08
H: -3.943 1.404 -19.167  0.11
H: -4.890 2.535 -18.683  0.11
H: -3.097 3.397 -17.011  0.11
H: -1.932 2.370 -17.663  0.10
H: -4.432 1.009 -16.568  0.10
H: -3.565 1.904 -15.400  0.05
H: -1.427 -0.161 -18.221  0.11
H: -3.027 -0.808 -18.046  0.11
H: -2.168 -2.918 -17.049  0.11
H: -0.640 -2.246 -16.832  0.10
H: -0.155 -2.303 -19.048  0.12
H: -1.923 -2.812 -19.545  0.11
H: -1.480 -4.995 -18.255  0.09
H: 0.175 -4.358 -18.586  0.08
H: -0.912 -4.686 -19.923  0.09
H: -2.690 -2.225 -14.888  0.10
H: -4.079 -1.278 -15.427  0.10
H: -2.522 -0.467 -12.868  0.09
H: -3.315 -1.818 -12.877  0.12
H: -5.605 -0.678 -13.428  0.12
H: -4.900 0.670 -13.841  0.06
H: -4.016 0.838 -11.216  0.05
H: -5.381 -0.458 -11.123  0.09
H: -5.607 1.159 -11.495  0.05
H: -0.845 0.766 -14.112  0.06
H: -0.624 1.762 -15.513  0.09
H: 0.527 -0.245 -16.678  0.10
H: 0.488 -0.990 -15.073  0.12
H: 2.128 1.357 -16.124  0.13
H: 2.664 -0.059 -15.356  0.13
H: 1.493 1.069 -13.145  0.07
H: 1.463 2.414 -14.194  0.06
H: 2.995 1.645 -13.966  0.08
C: 5.277 0.327 -11.248  -0.11
C: 5.690 1.728 -10.763  -0.20
C: 4.502 2.738 -11.112  -0.20
C: 3.181 2.295 -10.413  -0.25
P: 1.916 3.612 -9.910  1.03
C: 1.571 4.669 -11.447  -0.21
C: 2.785 5.663 -11.922  -0.19
C: 2.431 6.748 -12.957  -0.26
C: 3.525 7.800 -13.108  -0.10
C: 0.526 2.631 -9.402  -0.29
C: -0.636 3.384 -8.728  -0.21
C: -1.838 2.450 -8.662  -0.26
C: -3.232 3.065 -8.551  -0.11
C: 2.694 4.588 -8.601  -0.26
C: 3.338 3.785 -7.438  -0.24
C: 4.002 4.595 -6.301  -0.22
C: 4.313 3.622 -5.079  -0.07
H: 5.062 0.129 -12.298  0.07
H: 4.378 -0.009 -10.732  0.06
H: 6.008 -0.414 -10.923  0.08
H: 6.639 1.975 -11.240  0.11
H: 5.821 1.822 -9.685  0.11
H: 4.224 2.767 -12.166  0.09
H: 4.833 3.697 -10.714  0.10
H: 3.176 1.728 -9.482  0.09
H: 2.601 1.821 -11.205  0.06
H: 0.740 5.308 -11.147  0.06
H: 1.335 4.136 -12.368  0.06
H: 3.412 5.027 -12.547  0.10
H: 3.241 5.953 -10.975  0.09
H: 1.526 7.221 -12.576  0.07
H: 2.331 6.402 -13.986  0.12
H: 4.454 7.373 -13.486  0.09
H: 3.736 8.481 -12.283  0.08
H: 3.203 8.482 -13.894  0.07
H: 0.952 1.913 -8.701  0.11
H: 0.302 2.085 -10.319  0.09
H: -0.890 4.170 -9.438  0.09
H: -0.448 3.779 -7.729  0.13
H: -1.740 1.795 -7.797  0.13
H: -1.969 1.854 -9.565  0.09
H: -3.587 3.517 -9.477  0.04
H: -3.362 3.822 -7.778  0.08
H: -3.958 2.358 -8.149  0.09
H: 2.017 5.372 -8.263  0.10
H: 3.464 5.136 -9.143  0.08
H: 4.145 3.237 -7.924  0.10
H: 2.742 2.950 -7.068  0.11
H: 3.605 5.578 -6.046  0.11
H: 4.981 4.840 -6.714  0.10
H: 3.356 3.214 -4.756  0.07
H: 4.920 4.099 -4.309  0.08
H: 4.981 2.820 -5.393  0.07
C: -1.264 7.437 -13.474  -0.12
C: -1.584 8.901 -13.350  -0.20
C: -0.225 9.828 -13.211  -0.07
N: -0.570 11.312 -13.154  -0.23
C: -1.635 11.603 -12.045  0.04
C: -0.973 11.872 -14.549  -0.02
C: -0.075 13.222 -14.696  -0.08
C: 0.458 13.450 -13.271  -0.19
C: 0.653 12.119 -12.730  -0.14
H: -2.273 7.026 -13.525  0.04
H: -0.759 6.986 -12.620  0.06
H: -0.772 7.176 -14.411  0.09
H: -2.201 8.866 -12.452  0.10
H: -2.226 9.249 -14.159  0.11
H: 0.467 9.613 -14.025  0.13
H: 0.315 9.584 -12.295  0.13
H: -2.534 11.016 -12.231  0.09
H: -1.853 12.671 -12.085  0.11
H: -1.389 11.389 -11.005  0.11
H: -2.037 12.110 -14.567  0.13
H: -0.822 11.102 -15.306  0.12
H: -0.759 14.032 -14.948  0.12
H: 0.710 13.234 -15.452  0.12
H: -0.267 13.994 -12.665  0.12
H: 1.347 14.080 -13.240  0.14
H: 0.770 12.086 -11.647  0.15
H: 1.512 11.764 -13.300  0.15
C: -6.616 3.691 -16.157  -0.08
C: -5.963 3.816 -14.788  -0.23
C: -6.795 4.906 -14.082  -0.09
N: -6.237 5.518 -12.768  -0.18
C: -4.935 6.427 -13.154  0.05
C: -7.137 6.391 -11.876  -0.10
C: -6.684 6.262 -10.431  -0.16
C: -6.365 4.816 -10.314  -0.13
C: -5.785 4.434 -11.724  -0.08
H: -6.224 4.541 -16.716  0.09
H: -7.705 3.697 -16.118  0.10
H: -6.320 2.765 -16.650  0.07
H: -4.902 3.783 -14.541  0.09
H: -6.236 2.801 -14.499  0.10
H: -7.736 4.459 -13.762  0.14
H: -7.067 5.852 -14.551  0.14
H: -4.138 5.800 -13.555  0.06
H: -4.454 6.790 -12.246  0.09
H: -5.245 7.221 -13.833  0.11
H: -7.205 7.399 -12.286  0.14
H: -8.123 5.931 -11.946  0.14
H: -5.809 6.911 -10.397  0.12
H: -7.518 6.532 -9.784  0.14
H: -5.816 4.481 -9.434  0.12
H: -7.352 4.354 -10.334  0.13
H: -4.716 4.229 -11.673  0.08
H: -6.124 3.428 -11.973  0.11